Entry 1:
Density functional theory data (wB97M-V/def2-TZVPD) for the molecule C8H16BrNO at a distorted geometry.

* frontier orbital gap (spin up / spin down): 5.7 / 5.2 eV
* molar mass: 222.13 g/mol
* electronic energy: -3018.113474 hartree
* 2S+1: 3
* E_HOMO (spin up / spin down): -5.054 / -9.120 eV

CARTESIAN COORDINATES (ANGSTROEM)
C -0.837 -0.467 0.185
C -1.687 1.931 1.052
C -3.198 -0.102 1.035
C 1.406 0.161 -1.824
C 2.928 0.083 0.206
C 1.604 -1.925 -0.536
C -2.062 0.649 0.403
C 1.570 -0.415 -0.419
N 0.430 -0.022 0.428
O -0.181 -1.007 1.248
Br -2.732 1.051 -1.480
H -1.050 -1.117 -0.614
H -0.636 2.217 0.801
H -1.711 1.936 2.232
H -2.383 2.724 0.760
H -4.009 0.552 1.164
H -3.524 -0.917 0.559
H -2.906 -0.482 2.076
H 0.602 -0.184 -2.395
H 1.278 1.274 -2.052
H 2.300 0.011 -2.369
H 2.906 1.131 0.228
H 3.812 -0.198 -0.403
H 3.156 -0.222 1.226
H 1.714 -2.208 0.490
H 0.680 -2.257 -0.969
H 2.531 -2.200 -1.034

=====

Entry 2:
Density functional theory data (wB97M-V/def2-TZVPD) for a cluster of 8 separate species, C14H36BF4N2O5 in total at a distorted geometry.

* frontier orbital gap: 9.7 eV
* molar mass: 399.25 g/mol
* electronic energy: -1465.056144 hartree
* charge: -1
* energy above the lowest of the compared OMol25 structures with the same formula, charge and spin: 35.05 kcal/mol
* E_HOMO: -7.065 eV

CARTESIAN COORDINATES (ANGSTROEM)
B 51.491 33.291 58.706
F 51.758 31.931 59.059
F 52.267 33.543 57.596
F 50.164 33.286 58.128
F 51.657 34.132 59.743
C 51.483 31.952 62.342
C 51.223 32.577 63.654
N 51.160 33.166 64.751
H 51.394 30.960 62.523
H 50.639 32.153 61.567
H 52.366 31.976 61.728
C 54.969 33.759 60.021
C 54.993 33.769 61.565
N 55.060 33.863 62.684
H 55.965 33.701 59.523
H 54.355 32.921 59.729
H 54.175 34.457 59.895
C 51.372 28.933 55.621
C 50.988 30.236 56.394
O 50.046 29.859 57.315
H 52.287 29.527 54.867
H 50.882 28.423 54.956
H 51.901 28.203 56.250
H 50.509 30.892 55.872
H 51.760 30.644 56.882
H 49.914 30.633 57.958
C 50.712 37.549 55.787
C 50.545 36.193 56.166
O 50.059 36.172 57.591
H 49.928 38.195 56.048
H 51.000 37.370 54.815
H 51.577 37.893 56.220
H 51.473 35.677 56.157
H 49.820 35.561 55.439
H 50.157 35.240 58.173
C 47.520 34.929 54.869
C 46.932 34.110 55.995
O 46.366 32.808 55.801
H 48.394 34.761 54.314
H 47.484 36.015 55.122
H 46.772 34.817 54.114
H 46.235 34.872 56.438
H 47.673 33.906 56.793
H 45.391 32.848 56.045
C 49.417 37.543 62.120
C 50.332 36.399 61.427
O 50.045 35.065 61.693
H 48.378 37.469 61.646
H 49.911 38.452 62.216
H 49.478 37.190 63.173
H 51.195 36.604 61.746
H 50.252 36.585 60.287
H 50.720 34.487 61.338
C 53.305 32.725 52.871
C 52.541 33.038 54.169
O 53.149 32.451 55.227
H 52.618 33.094 52.094
H 53.561 31.713 52.598
H 54.280 33.154 52.873
H 51.486 32.652 53.994
H 52.582 34.122 54.084
H 52.838 32.940 55.910

=====

Entry 3:
Density functional theory data (wB97M-V/def2-TZVPD) for the molecule C3H6O4 at a distorted geometry.

* frontier orbital gap: 11.5 eV
* molar mass: 106.08 g/mol
* electronic energy: -418.841565 hartree
* energy above the lowest of the compared OMol25 structures with the same formula, charge and spin: 33.06 kcal/mol
* E_HOMO: -10.697 eV
* SMILES string: COC(=O)C(O)O

CARTESIAN COORDINATES (ANGSTROEM)
C 2.112 -0.218 0.625
O 0.829 0.409 0.695
C -0.054 -0.267 0.013
O 0.106 -1.284 -0.670
C -1.398 0.401 0.100
O -1.217 1.548 -0.734
O -2.246 -0.519 -0.354
H 1.891 -1.263 0.719
H 2.818 0.224 1.274
H 2.501 -0.115 -0.511
H -1.857 0.692 1.116
H -1.780 1.595 -1.480
H -1.705 -1.203 -0.792

=====

What is the electronic energy in the third record? -418.841565 hartree